[1]
# C42H41N2O4PRb

C42H41N2O4PRb as an isolated structure at a distorted geometry (wB97M-V/def2-TZVPD, OMol25).

Properties
spin multiplicity = 1
highest occupied orbital energy = -3.5 eV
total charge = -1
relative energy (zero: lowest compared OMol25 entry of this formula, charge and spin) = 16.0 kcal per mole
energy = -2400.819693 Ha
Kohn-Sham gap = 5.342 eV

Last column: Löwdin charge in e.
Positions of all 91 atoms, in Å:
1 Rb 0.2490 0.3907 -0.8649  0.8704
2 C 1.3006 -1.6692 -3.8923  -0.1826
3 C 0.9081 -0.2188 -4.1153  -0.2087
4 O 1.5962 0.6664 -3.2452  -0.2550
5 C 2.8966 1.0186 -3.6159  -0.2029
6 C 3.5068 1.7793 -2.4458  -0.1677
7 O 3.4806 1.0419 -1.2408  -0.1494
8 C 4.4049 -0.0169 -1.1518  -0.1853
9 C 3.8976 -1.0128 -0.1191  -0.1645
10 O 2.7292 -1.6856 -0.5338  -0.1602
11 C 2.9270 -2.7160 -1.4683  -0.1946
12 C 1.5639 -3.1235 -2.0083  -0.1781
13 O 0.8736 -2.0516 -2.5974  -0.1731
14 H 2.3849 -1.8115 -4.0080  0.1115
15 H 0.8062 -2.2925 -4.6499  0.1306
16 H -0.1690 -0.0767 -3.8584  0.0539
17 H 1.0703 0.0507 -5.1679  0.1309
18 H 2.8942 1.6708 -4.5010  0.1339
19 H 3.5031 0.1355 -3.8619  0.1140
20 H 2.8962 2.6637 -2.2555  0.1260
21 H 4.5297 2.0904 -2.6989  0.1299
22 H 5.3901 0.3603 -0.8420  0.1316
23 H 4.5336 -0.5125 -2.1205  0.1100
24 H 3.6133 -0.4688 0.7820  0.1119
25 H 4.6972 -1.7270 0.1217  0.1307
26 H 3.4034 -3.5867 -0.9928  0.1319
27 H 3.5784 -2.3942 -2.2911  0.1114
28 H 0.9470 -3.4500 -1.1691  0.1214
29 H 1.6907 -3.9601 -2.7090  0.1312
30 C 2.1125 6.2302 -0.6950  -0.1071
31 C 1.1250 6.2650 -1.6708  -0.1010
32 C 0.2617 5.1955 -1.8357  -0.0262
33 C 0.3637 4.0751 -1.0053  -0.2709
34 C 1.3440 4.0550 -0.0076  -0.0183
35 C 2.2176 5.1166 0.1312  -0.0859
36 N -0.5600 3.0376 -1.0557  -0.0272
37 N -0.8263 2.5483 -2.1772  -0.0043
38 C -1.9546 1.7388 -2.2545  -0.4231
39 C -3.1003 2.1377 -1.5345  -0.0599
40 C -4.2904 1.4618 -1.6828  -0.1247
41 C -4.3479 0.3707 -2.5417  -0.1254
42 C -3.2081 -0.0133 -3.2400  -0.1663
43 C -1.9619 0.6055 -3.1044  -0.0898
44 H 2.7864 7.0689 -0.5735  0.0924
45 H 1.0251 7.1366 -2.3067  0.0957
46 H -0.5176 5.2175 -2.5870  0.1067
47 H 1.3981 3.1944 0.6521  0.0982
48 H 2.9782 5.0849 0.9018  0.1022
49 H -3.0564 3.0548 -0.9529  0.0955
50 H -5.1729 1.7863 -1.1460  0.0907
51 H -5.2796 -0.1763 -2.6512  0.0876
52 H -3.2968 -0.8582 -3.9241  0.0673
53 C -0.3739 -5.6926 2.3077  -0.1092
54 C 0.6352 -4.8321 1.8985  -0.0958
55 C 0.3516 -3.4999 1.6364  -0.1017
56 C -0.9426 -2.9970 1.7867  -0.3365
57 C -1.9438 -3.8682 2.2176  -0.0936
58 C -1.6635 -5.2039 2.4659  -0.0943
59 P -1.1617 -1.1977 1.4359  1.0209
60 C -2.9960 -1.1387 1.2129  -0.3710
61 C -3.6345 -2.0128 0.3272  -0.1140
62 C -5.0028 -1.9539 0.1282  -0.1028
63 C -5.7642 -0.9925 0.7782  -0.1125
64 C -5.1348 -0.0667 1.5946  -0.0984
65 C -3.7654 -0.1322 1.8033  -0.0971
66 C -1.0396 -0.6007 3.1697  -0.3189
67 C -1.8982 -0.8708 4.2052  -0.1035
68 C -1.6519 -0.3018 5.4691  -0.0980
69 C -0.5686 0.5118 5.6783  -0.0558
70 C 0.3461 0.7875 4.6364  -0.1887
71 C 1.4918 1.6013 4.7904  -0.0790
72 C 2.3339 1.7746 3.7241  -0.1201
73 C 2.0864 1.1496 2.4788  -0.1971
74 C 0.9806 0.3461 2.2282  -0.1579
75 C 0.1167 0.2041 3.3575  -0.2429
76 H -0.1578 -6.7361 2.5031  0.0918
77 H 1.6460 -5.2066 1.7829  0.0962
78 H 1.1357 -2.8203 1.3150  0.0909
79 H -2.9526 -3.5034 2.3586  0.0980
80 H -2.4565 -5.8694 2.7877  0.0959
81 H -3.0466 -2.7679 -0.1833  0.1090
82 H -5.4803 -2.6561 -0.5454  0.0988
83 H -6.8369 -0.9552 0.6293  0.0930
84 H -5.7156 0.7115 2.0768  0.0983
85 H -3.2862 0.5860 2.4559  0.1048
86 H -2.7694 -1.4986 4.0574  0.1006
87 H -2.3370 -0.5062 6.2849  0.0909
88 H -0.3958 0.9486 6.6576  0.0996
89 H 1.6862 2.0777 5.7461  0.0940
90 H 3.2099 2.4101 3.8386  0.0853
91 H 2.8133 1.3454 1.6869  0.0552


[2]
# C42H42Br3F3Li2N7O6

C42H42Br3F3Li2N7O6 as an isolated structure at a distorted geometry (wB97M-V/def2-TZVPD, OMol25).

Properties
spin multiplicity = 2
highest occupied orbital energy (alpha / beta) = -12.9 / -12.9 eV
total charge = +2
relative energy (zero: lowest compared OMol25 entry of this formula, charge and spin) = 0.0 kcal per mole
energy = -10496.307734 Ha
<S²> = 0.76
Kohn-Sham gap (alpha / beta) = 7.687 / 3.007 eV

Last column: Löwdin spin population.
Positions of all 105 atoms, in Å:
1 Li 0.6110 0.6626 2.7452  -0.0028
2 Li -2.1820 -1.3075 2.6947  -0.0026
3 C -0.3343 -0.1608 0.0924  0.0571
4 O 0.4127 1.1236 0.1751  0.1246
5 O -0.5595 -0.5418 1.4548  0.6923
6 C -1.5279 -0.0130 -0.9555  0.0283
7 F -0.9884 0.3372 -2.1639  0.0019
8 F -2.0714 -1.1550 -1.1023  0.0069
9 F -2.3871 0.8996 -0.6112  0.0069
10 C 1.6769 1.1934 -0.4344  0.0137
11 C 2.0600 2.6466 -0.5690  0.0037
12 H 3.1421 2.7351 -0.6653  0.0003
13 H 1.5525 3.3095 -1.2698  0.0002
14 H 1.7547 3.0570 0.3935  0.0015
15 H 1.6450 0.9458 -1.4955  0.0067
16 H 2.4197 0.5890 0.0862  0.0050
17 H 0.3350 -0.8317 -0.4460  0.0427
18 C -2.4793 -0.1983 -5.1093  0.0000
19 Br -3.2629 -1.2854 -6.6342  0.0000
20 Br -3.6207 1.4644 -4.8912  0.0000
21 Br -0.5503 0.1763 -5.4196  0.0001
22 H -2.5860 -0.7219 -4.1593  0.0000
23 C 4.9367 -6.2658 -1.6064  0.0000
24 C 4.2959 -6.1966 -0.3853  0.0000
25 C 4.0611 -4.9378 0.2102  0.0000
26 C 4.4080 -3.7759 -0.5450  0.0000
27 C 4.9277 -3.8705 -1.8070  0.0000
28 C 5.2157 -5.1683 -2.3332  0.0000
29 N 4.1484 -2.4944 0.0393  0.0000
30 O 3.9487 -1.4676 -0.6604  0.0006
31 O 4.1402 -2.3867 1.2595  0.0001
32 H 5.3008 -7.1950 -2.0192  0.0000
33 H 4.2503 -7.0999 0.2048  0.0000
34 H 3.5730 -4.9165 1.1734  0.0000
35 H 5.0419 -3.0273 -2.4721  0.0000
36 H 5.7373 -5.3883 -3.2530  0.0000
37 C 2.1235 4.6328 -3.9951  0.0000
38 C 0.9966 5.3173 -3.5268  0.0000
39 C 1.2215 6.6555 -3.1838  0.0000
40 C 2.4347 7.3696 -3.2914  0.0000
41 C 3.4381 6.6949 -3.9198  0.0000
42 C 3.3076 5.3490 -4.3161  0.0000
43 N 2.6546 8.7632 -2.7498  0.0000
44 O 1.5946 9.3180 -2.3303  0.0000
45 O 3.7796 9.1978 -2.8509  0.0000
46 H 2.0889 3.5908 -4.2770  0.0000
47 H 0.1387 4.7037 -3.2949  0.0000
48 H 0.4019 7.0498 -2.6015  0.0000
49 H 4.3435 7.2508 -4.1136  0.0000
50 H 4.0989 4.8268 -4.8333  0.0000
51 N 2.6421 1.6730 2.9055  0.0007
52 C 3.1415 2.8841 2.5705  0.0002
53 C 4.4931 3.0596 2.1403  0.0001
54 C 5.2592 1.9378 1.9804  0.0001
55 C 4.7402 0.7215 2.3689  0.0004
56 C 3.4343 0.5759 2.8592  0.0000
57 H 2.5393 3.7678 2.7220  0.0000
58 H 4.9752 3.9438 1.7501  0.0000
59 H 6.2401 2.0024 1.5331  0.0000
60 H 5.3082 -0.1928 2.2808  0.0000
61 H 3.1524 -0.4124 3.1911  0.0000
62 N -2.7641 -3.2802 2.2567  0.0020
63 C -3.5376 -3.3127 1.1752  0.0000
64 C -4.0215 -4.5163 0.6557  0.0001
65 C -3.5906 -5.6253 1.3202  0.0001
66 C -2.8200 -5.6342 2.4788  0.0001
67 C -2.4491 -4.4299 2.9452  0.0001
68 H -3.7320 -2.3302 0.7709  0.0000
69 H -4.6453 -4.7736 -0.1875  0.0000
70 H -3.9642 -6.6020 1.0502  0.0000
71 H -2.5761 -6.5622 2.9745  0.0000
72 H -1.7698 -4.4370 3.7848  0.0000
73 N -4.0579 -0.3389 2.9358  0.0003
74 C -4.0153 0.9935 2.5725  0.0003
75 C -4.9854 1.9577 2.8320  0.0001
76 C -6.0645 1.5162 3.5733  0.0000
77 C -6.1587 0.1664 4.0454  0.0000
78 C -5.1378 -0.7049 3.7609  0.0000
79 H -3.2546 1.2012 1.8346  0.0003
80 H -4.9180 2.9909 2.5248  0.0000
81 H -6.8473 2.2572 3.6414  0.0000
82 H -6.9186 -0.1726 4.7339  0.0000
83 H -5.0964 -1.7257 4.1112  0.0000
84 N -2.5200 -6.6279 -2.4429  0.0000
85 C -1.5315 -5.6782 -2.3238  0.0000
86 C -1.6686 -4.3477 -2.7924  0.0000
87 C -2.7900 -4.0347 -3.5408  0.0000
88 C -3.8193 -4.9939 -3.8178  0.0000
89 C -3.6175 -6.2544 -3.2085  0.0000
90 H -0.6493 -5.9282 -1.7532  0.0000
91 H -1.1008 -3.4591 -2.5593  0.0000
92 H -2.9166 -3.0312 -3.9194  0.0000
93 H -4.7279 -4.7242 -4.3356  0.0000
94 H -4.4068 -6.9383 -3.4836  0.0000
95 N -0.4791 2.2104 3.2676  0.0058
96 C -1.1957 3.0243 2.4533  0.0006
97 C -1.7478 4.2978 2.8818  0.0000
98 C -1.5628 4.6125 4.2237  0.0002
99 C -0.8789 3.7796 5.0549  0.0004
100 C -0.3920 2.6177 4.5796  0.0004
101 H -1.4434 2.8470 1.4172  0.0002
102 H -2.2774 4.9751 2.2282  0.0000
103 H -2.0162 5.5741 4.4137  0.0000
104 H -0.6844 4.0555 6.0808  0.0000
105 H 0.1568 1.9710 5.2483  0.0000